{
  "formula": "C35H71NO7P",
  "method": "ωB97M-V/def2-TZVPD",
  "species": ["C", "C", "P", "C", "C", "C", "O", "C", "C", "C", "C", "C", "C", "C", "C", "C", "C", "C", "N", "O", "C", "C", "C", "C", "H", "H", "H", "H", "H", "H", "H", "H", "H", "H", "H", "H", "H", "H", "H", "H", "H", "H", "H", "H", "H", "H", "H", "H", "H", "H", "H", "H", "H", "H", "H", "H", "H", "H", "H", "H", "H", "H", "H", "H", "H", "C", "C", "O", "C", "H", "H", "H", "H", "H", "H", "C", "C", "O", "C", "H", "H", "H", "H", "H", "H", "C", "C", "O", "C", "H", "H", "H", "H", "H", "H", "C", "C", "O", "C", "H", "H", "H", "H", "H", "H", "C", "C", "O", "C", "H", "H", "H", "H", "H", "H"],
  "xyz": [[-0.48, -2.85, 4.23], [-0.51, -3.37, 2.79], [0.98, -2.88, 1.79], [1.02, -4.13, 0.40], [-0.06, -5.22, 0.28], [0.66, -1.26, 0.87], [-0.30, -1.26, -0.21], [-1.60, -1.78, -0.05], [-2.60, -0.92, 0.73], [-2.64, 0.53, 0.19], [-3.95, -1.66, 0.68], [-5.13, -0.92, 1.34], [-6.03, -0.24, 0.30], [-5.97, -1.86, 2.22], [1.97, -0.95, 0.10], [3.07, -0.09, 0.76], [3.84, 0.60, -0.36], [4.05, -0.93, 1.60], [2.42, 0.99, 1.58], [2.13, 2.05, 0.94], [1.40, 0.60, 2.60], [2.01, -0.22, 3.74], [0.84, 1.88, 3.21], [0.28, -0.12, 1.83], [-1.17, -3.42, 4.85], [0.52, -2.93, 4.66], [-0.79, -1.80, 4.28], [-1.47, -3.13, 2.33], [-0.45, -4.46, 2.81], [1.08, -3.55, -0.52], [1.99, -4.63, 0.51], [0.24, -6.12, 0.81], [-1.03, -4.93, 0.66], [-0.20, -5.50, -0.77], [-1.55, -2.77, 0.39], [-1.98, -1.90, -1.07], [-2.32, -0.89, 1.78], [-1.83, 0.68, -0.53], [-2.50, 1.26, 0.99], [-3.58, 0.76, -0.30], [-3.80, -2.62, 1.18], [-4.19, -1.90, -0.36], [-4.72, -0.15, 1.99], [-5.48, 0.10, -0.58], [-6.79, -0.94, -0.05], [-6.54, 0.63, 0.72], [-5.74, -2.91, 2.02], [-5.80, -1.69, 3.29], [-7.04, -1.73, 2.04], [2.44, -1.89, -0.19], [1.66, -0.46, -0.82], [3.16, 1.02, -1.09], [4.47, -0.14, -0.86], [4.47, 1.41, 0.03], [4.45, -0.35, 2.43], [3.61, -1.84, 1.98], [4.90, -1.18, 0.96], [2.40, -1.18, 3.44], [1.24, -0.39, 4.49], [2.82, 0.35, 4.21], [1.63, 2.61, 3.36], [0.07, 2.34, 2.59], [0.39, 1.66, 4.18], [-0.48, -0.44, 2.54], [-0.18, 0.65, 1.20], [-0.62, 5.37, 4.55], [-1.90, 4.66, 4.20], [-2.02, 3.47, 4.32], [-3.03, 5.53, 3.69], [0.12, 4.66, 4.90], [-0.23, 5.90, 3.67], [-0.80, 6.13, 5.32], [-2.72, 6.06, 2.79], [-3.29, 6.28, 4.43], [-3.90, 4.91, 3.47], [0.01, 1.76, -2.09], [1.21, 2.08, -2.95], [2.06, 1.25, -3.18], [1.31, 3.49, -3.47], [0.02, 0.73, -1.76], [0.00, 2.42, -1.22], [-0.91, 1.96, -2.65], [1.33, 4.19, -2.63], [0.44, 3.74, -4.08], [2.21, 3.60, -4.06], [1.97, 7.50, -5.87], [0.59, 6.89, -5.86], [0.43, 5.70, -5.76], [-0.57, 7.84, -5.99], [2.73, 6.72, -5.77], [2.13, 8.06, -6.79], [2.07, 8.22, -5.05], [-0.48, 8.41, -6.92], [-0.55, 8.57, -5.17], [-1.51, 7.30, -5.97], [-2.97, -6.01, -2.48], [-3.33, -4.55, -2.63], [-3.89, -3.94, -1.75], [-2.96, -3.89, -3.94], [-3.27, -6.37, -1.51], [-3.45, -6.59, -3.27], [-1.89, -6.14, -2.61], [-3.44, -4.42, -4.77], [-1.89, -3.95, -4.09], [-3.28, -2.85, -3.93], [7.74, -2.07, -1.39], [7.01, -3.38, -1.57], [7.59, -4.40, -1.86], [5.52, -3.33, -1.38], [8.81, -2.21, -1.55], [7.36, -1.32, -2.09], [7.56, -1.68, -0.39], [5.07, -2.62, -2.08], [5.28, -2.98, -0.38], [5.09, -4.32, -1.54]],
  "lowdin_spin": [0.0000, 0.0000, 0.0004, 0.0004, 0.0001, 0.0015, 0.0010, 0.0001, 0.0006, 0.0000, 0.0001, 0.0000, 0.0000, 0.0000, 0.0170, 0.0239, -0.0018, 0.0050, 0.3946, 0.5026, 0.0247, 0.0032, -0.0013, 0.0179, 0.0000, 0.0000, 0.0000, 0.0000, 0.0000, 0.0002, 0.0000, 0.0000, 0.0000, 0.0000, 0.0000, 0.0000, 0.0003, 0.0000, 0.0000, 0.0000, 0.0000, 0.0000, 0.0000, 0.0000, 0.0000, 0.0000, 0.0000, 0.0000, 0.0000, 0.0014, 0.0012, -0.0002, -0.0004, -0.0003, 0.0016, 0.0001, -0.0002, 0.0000, -0.0004, 0.0011, -0.0004, -0.0002, -0.0004, 0.0014, 0.0015, 0.0000, 0.0000, 0.0000, 0.0000, 0.0000, 0.0000, 0.0000, 0.0000, 0.0000, 0.0000, 0.0018, 0.0001, 0.0000, 0.0000, 0.0001, 0.0011, 0.0001, 0.0000, 0.0000, 0.0000, 0.0000, 0.0000, 0.0000, 0.0000, 0.0000, 0.0000, 0.0000, 0.0000, 0.0000, 0.0000, 0.0000, 0.0000, 0.0000, 0.0000, 0.0000, 0.0000, 0.0000, 0.0000, 0.0000, 0.0000, 0.0000, 0.0000, 0.0000, 0.0000, 0.0000, 0.0000, 0.0000, 0.0000, 0.0000, 0.0000],
  "orbital_gap_ev": [8.4, 8.8],
  "s2": 0.754,
  "spin_multiplicity": 2,
  "homo_ev": [-7.79, -8.16],
  "max_force_ev_per_a": 0.34,
  "charge": 0
}